The following is a DFT calculation (the ωB97M-V functional and the def2-TZVPD basis) of 11 unconnected molecules or ions with the total composition C33H92N14O15 at a distorted geometry.

Results
**DFT total energy**: -87278.54479 eV
**HOMO**: -7.99 eV
**Multiplicity**: 1
**Lowest unoccupied orbital energy**: -0.062 eV
**M**: 925.182 g/mol
**SMILES**: COCCNCCOC.COCCNCCOC.COCCNCCOC.COCCNCCOC.NC(N)=O.NC(N)=O.NC(N)=O.NC(N)=O.NC(N)=O.CCO.CCO
**HOMO-LUMO gap**: 7.9287 eV

```
154
C33H92N14O15 | OMol25 | the ωB97M-V functional and the def2-TZVPD basis
C -0.860 -3.514 2.972
O -1.551 -3.048 2.066
N -0.695 -2.810 4.028
N -0.032 -4.523 3.006
H -0.969 -1.840 4.079
H 0.045 -3.064 4.667
H 0.069 -5.080 2.169
H 0.550 -4.570 3.830
C 1.182 0.672 -4.333
O 1.107 1.791 -3.904
N 0.730 0.339 -5.544
N 1.550 -0.464 -3.695
H 0.674 -0.616 -5.868
H 0.426 1.069 -6.172
H 1.228 -1.265 -4.219
H 1.714 -0.501 -2.699
C 3.833 -3.727 -1.301
O 2.854 -3.348 -0.788
N 3.857 -4.521 -2.309
N 5.026 -3.219 -1.052
H 4.705 -5.048 -2.463
H 2.983 -4.666 -2.794
H 5.772 -3.364 -1.717
H 4.965 -2.520 -0.325
C 2.759 2.575 -1.040
O 3.116 2.872 -0.030
N 1.626 2.944 -1.585
N 3.382 1.699 -1.758
H 1.238 2.561 -2.435
H 1.084 3.475 -0.918
H 4.329 1.508 -1.463
H 2.975 1.608 -2.678
C 0.232 -3.553 -3.964
O 0.294 -2.738 -4.916
N 0.273 -4.874 -4.069
N 0.260 -3.217 -2.704
H 0.150 -5.115 -5.041
H -0.004 -5.469 -3.302
H 0.653 -4.011 -2.217
H 0.283 -2.289 -2.306
C -1.886 -4.809 -0.799
C -1.541 -6.177 -1.401
O -0.279 -6.190 -1.701
H -1.159 -4.581 -0.018
H -2.890 -4.949 -0.398
H -2.031 -3.978 -1.489
H -2.065 -6.401 -2.331
H -1.814 -6.984 -0.720
H 0.033 -7.032 -1.362
C -0.027 0.091 0.094
C 0.731 -1.224 0.179
O 1.608 -1.066 -0.866
H -0.935 -0.095 0.669
H -0.322 0.340 -0.925
H 0.442 0.999 0.470
H 0.129 -2.103 -0.049
H 1.103 -1.284 1.202
H 2.234 -1.791 -0.922
C -0.810 3.963 0.725
O -1.517 5.027 1.316
C -0.823 5.460 2.533
C -1.520 6.765 3.083
N -1.220 7.902 2.130
C -1.593 9.178 2.648
C -2.057 10.140 1.520
O -2.378 11.437 2.107
C -3.739 11.735 2.482
H -0.350 3.253 1.412
H 0.112 4.409 0.351
H -1.291 3.366 -0.050
H 0.185 5.851 2.389
H -1.000 4.781 3.367
H -1.077 6.864 4.074
H -2.598 6.689 3.226
H -1.258 7.760 1.131
H -0.772 9.610 3.220
H -2.483 9.126 3.274
H -2.870 9.783 0.888
H -1.274 10.421 0.815
H -4.421 11.476 1.672
H -3.781 12.761 2.848
H -4.260 11.157 3.247
C 9.608 -5.672 1.766
O 8.653 -4.813 2.267
C 8.757 -3.645 1.512
C 7.586 -2.869 1.957
N 7.827 -2.309 3.236
C 6.768 -1.414 3.803
C 5.358 -2.111 3.944
O 4.638 -2.259 2.686
C 4.083 -1.084 2.135
H 9.816 -6.505 2.438
H 10.521 -5.221 1.375
H 9.236 -6.125 0.848
H 8.782 -3.861 0.444
H 9.680 -3.119 1.752
H 6.745 -3.562 1.991
H 7.369 -2.034 1.291
H 7.883 -3.052 3.919
H 6.635 -0.454 3.304
H 7.316 -1.254 4.731
H 4.903 -1.603 4.794
H 5.422 -3.136 4.312
H 3.143 -0.730 2.558
H 3.731 -1.177 1.108
H 4.779 -0.246 2.170
C -8.893 -1.559 -9.063
O -7.599 -1.630 -8.520
C -7.619 -1.455 -7.086
C -6.228 -1.336 -6.532
N -6.376 -0.878 -5.190
C -5.105 -1.079 -4.500
C -4.955 -0.183 -3.123
O -3.580 0.155 -2.703
C -2.609 -0.753 -3.182
H -8.798 -1.946 -10.077
H -9.451 -0.627 -8.970
H -9.511 -2.331 -8.604
H -8.202 -2.246 -6.614
H -8.188 -0.545 -6.893
H -5.751 -0.548 -7.115
H -5.729 -2.305 -6.558
H -7.060 -1.536 -4.846
H -4.215 -0.901 -5.104
H -5.064 -2.109 -4.145
H -5.465 -0.671 -2.293
H -5.523 0.729 -3.307
H -2.207 -0.274 -4.075
H -2.837 -1.816 -3.104
H -1.704 -0.683 -2.579
C -5.130 1.551 4.441
O -3.875 1.108 4.920
C -3.469 -0.127 4.395
C -2.408 0.152 3.299
N -1.118 0.306 3.873
C -0.957 1.463 4.764
C 0.513 1.935 4.745
O 0.720 2.572 3.443
C 2.073 2.952 2.976
H -5.309 2.600 4.673
H -5.895 1.090 5.065
H -5.323 1.555 3.368
H -4.298 -0.611 3.879
H -3.292 -0.669 5.323
H -2.783 0.817 2.520
H -2.458 -0.688 2.606
H -0.459 0.461 3.123
H -1.209 1.305 5.812
H -1.436 2.327 4.303
H 1.223 1.110 4.799
H 0.764 2.496 5.645
H 2.533 3.392 3.861
H 2.071 3.750 2.234
H 2.601 2.112 2.527
```

---

The following is a DFT calculation (the ωB97M-V functional and the def2-TZVPD basis) of 2 unconnected molecules or ions with the total composition C2H10N2 at a distorted geometry.

Results
**DFT total energy**: -5214.28333 eV
**HOMO (spin up / spin down)**: 1.28 / -5.29 eV
**Multiplicity**: 2
**Lowest unoccupied orbital energy (spin up / spin down)**: 4.309 / 4.139 eV
**M**: 62.116 g/mol
**HOMO-LUMO gap (spin up / spin down)**: 3.0304 / 9.4294 eV
**Expectation value of S²**: 0.75
**Total charge**: -1

```
14
C2H10N2 | OMol25 | the ωB97M-V functional and the def2-TZVPD basis
N -1.811 -1.212 1.814
H -1.821 -1.925 2.580
H -2.687 -1.345 1.331
H -1.082 -1.743 1.337
C 1.828 0.339 -0.756
C 0.499 0.978 -1.139
N -0.588 0.994 -0.180
H 1.840 0.278 0.355
H 2.739 0.814 -1.076
H 1.991 -0.757 -1.241
H 0.080 0.414 -1.984
H 0.619 1.984 -1.551
H -0.447 0.993 0.826
H -1.159 0.186 -0.317
```

---

The following is a DFT calculation (the ωB97M-V functional and the def2-TZVPD basis) of a molecular structure, C47H35BrClMoN8OP.

Results
**DFT total energy**: -156975.65156 eV
**HOMO (spin up / spin down)**: -12.05 / -12.07 eV
**Multiplicity**: 3
**Lowest unoccupied orbital energy (spin up / spin down)**: -5.913 / -6.662 eV
**M**: 970.123 g/mol
**HOMO-LUMO gap (spin up / spin down)**: 6.1320 / 5.4121 eV
**Expectation value of S²**: 2.02
**Total charge**: +2

```
95
C47H35BrClMoN8OP | OMol25 | the ωB97M-V functional and the def2-TZVPD basis
Mo -1.742 -1.216 0.158
C -3.006 -2.379 4.274
C -2.444 -3.633 4.430
C -1.765 -4.206 3.364
C -1.648 -3.499 2.183
N -2.137 -2.248 2.064
C -2.827 -1.717 3.075
C -1.110 -4.069 0.931
C -0.698 -5.379 0.767
C -0.370 -5.816 -0.507
C -0.513 -4.962 -1.588
C -0.928 -3.660 -1.362
N -1.158 -3.228 -0.113
C -1.282 -2.699 -2.430
C -1.000 -2.911 -3.763
C -1.454 -1.991 -4.701
C -2.188 -0.904 -4.274
C -2.421 -0.747 -2.916
N -1.970 -1.613 -2.015
H -3.569 -1.907 5.066
H -2.550 -4.173 5.361
H -1.355 -5.202 3.449
H -3.252 -0.738 2.901
H -0.663 -6.058 1.606
H -0.046 -6.836 -0.663
H -0.333 -5.315 -2.592
H -0.436 -3.777 -4.076
H -1.237 -2.134 -5.751
H -2.572 -0.171 -4.968
H -2.975 0.099 -2.540
N -0.576 1.579 1.370
P -0.246 0.001 1.877
C -0.435 0.087 3.677
C 0.338 -0.700 4.530
C 0.137 -0.640 5.902
C -0.826 0.207 6.432
C -1.594 1.001 5.589
C -1.403 0.938 4.218
C 1.500 -0.317 1.614
C 1.932 -1.642 1.658
C 3.279 -1.939 1.524
C 4.196 -0.910 1.339
C 3.764 0.406 1.280
C 2.415 0.707 1.415
C -1.783 1.895 0.774
C -2.186 3.232 0.727
C -3.402 3.544 0.172
C -4.198 2.518 -0.337
C -3.734 1.232 -0.259
N -2.539 0.896 0.286
H -0.155 2.337 1.887
H 1.108 -1.350 4.135
H 0.749 -1.244 6.560
H -0.967 0.263 7.504
H -2.335 1.674 6.000
H -2.010 1.565 3.574
H 1.215 -2.448 1.788
H 3.615 -2.967 1.561
H 5.249 -1.137 1.238
H 4.481 1.204 1.133
H 2.089 1.737 1.345
H -1.533 3.998 1.125
H -3.732 4.575 0.132
H -5.166 2.712 -0.775
H -4.326 0.408 -0.626
Br 2.715 6.463 0.062
C 3.197 5.203 -1.259
C 3.189 5.566 -2.595
C 3.532 4.621 -3.552
C 3.819 3.317 -3.175
C 3.882 2.978 -1.827
C 3.579 3.928 -0.867
N 4.176 2.411 -4.237
N 3.717 1.262 -4.293
C 2.684 0.821 -3.395
C 2.900 -0.353 -2.735
C 1.949 -0.847 -1.821
C 0.778 -0.173 -1.590
O -0.068 -0.678 -0.670
C 0.480 1.009 -2.342
N -0.714 1.629 -2.152
C -0.998 2.669 -2.897
C -0.155 3.166 -3.911
C 1.054 2.568 -4.097
C 1.430 1.479 -3.276
H 2.937 6.577 -2.885
H 3.566 4.886 -4.601
H 4.192 1.985 -1.529
H 3.650 3.691 0.185
H 3.835 -0.876 -2.891
H 2.148 -1.758 -1.271
H -1.954 3.151 -2.711
H -0.473 3.996 -4.526
H 1.722 2.907 -4.878
Cl -4.041 -1.932 -0.001
```

---

The following is a DFT calculation (the ωB97M-V functional and the def2-TZVPD basis) of 2 unconnected molecules or ions with the total composition C3H11NOS at a distorted geometry.

Results
**DFT total energy**: -17660.71774 eV
**HOMO**: -9.07 eV
**Multiplicity**: 1
**Lowest unoccupied orbital energy**: 0.674 eV
**M**: 109.194 g/mol
**SMILES**: C[C@H](N)CS.O
**HOMO-LUMO gap**: 9.7470 eV

```
17
C3H11NOS | OMol25 | the ωB97M-V functional and the def2-TZVPD basis
C 0.562 -2.303 0.872
C 0.870 -0.872 0.271
C -0.045 -0.403 -1.016
S 0.692 0.963 -2.116
N 0.961 0.264 1.200
H 0.488 -2.889 -0.035
H 1.338 -2.543 1.572
H -0.502 -2.302 1.363
H 1.795 -0.923 -0.388
H -1.037 -0.065 -0.582
H -0.374 -1.193 -1.743
H -0.460 1.478 -2.458
H 1.017 1.056 0.538
H 0.083 0.558 1.739
H -1.443 2.481 0.644
H -2.104 3.751 0.186
O -1.842 2.942 -0.045
```